{"formula": "C9H19BIO9P2Pt", "method": "ωB97M-V with the def2-TZVPD basis set", "species": ["O", "C", "C", "C", "O", "B", "I", "C", "P", "O", "O", "O", "O", "C", "C", "C", "C", "C", "O", "P", "O", "O", "H", "H", "H", "H", "H", "H", "H", "H", "H", "H", "H", "H", "H", "H", "H", "H", "H", "H", "H", "Pt"], "positions_angstrom": [[-4.1584, -1.9793, -2.7135], [-3.8053, -1.7958, -1.5682], [-3.3340, -0.4541, -1.0654], [-1.8621, -0.5512, -0.6854], [-1.6558, -1.5182, 0.2779], [-0.3568, -1.2321, 0.8639], [1.0611, -1.9384, -0.9032], [-0.1058, -1.9156, 2.2720], [1.5512, -2.4831, 2.5846], [2.6010, -1.5426, 2.1113], [1.6547, -2.7637, 4.1591], [1.6181, -3.9578, 1.9780], [-0.3456, 0.2281, 0.9057], [-1.0609, 0.7232, -0.1685], [0.0211, 1.2598, -1.0511], [1.1238, 2.0855, -0.3888], [2.4453, 1.4236, 0.0814], [3.5240, 1.4440, -0.9554], [3.0721, 0.5879, -2.0238], [-2.0453, 2.3199, 0.5538], [-3.5809, 2.1261, 0.1283], [-1.5635, 3.5813, -0.3359], [-3.8008, -2.6144, -0.8301], [-3.9059, -0.2342, -0.1604], [-3.5282, 0.3160, -1.8122], [-1.3332, -0.7674, -1.6345], [-0.3396, -1.2353, 3.0963], [-0.7838, -2.7711, 2.3590], [1.5926, -1.9264, 4.6430], [2.5225, -4.1777, 1.7071], [-0.4034, 1.8433, -1.8747], [0.4345, 0.1843, -1.4854], [1.3673, 2.8761, -1.1057], [0.7196, 2.5848, 0.4973], [2.8009, 2.0250, 0.9239], [2.3234, 0.4118, 0.4667], [3.7333, 2.4576, -1.3110], [4.4600, 1.0332, -0.5720], [3.8138, 0.1872, -2.4918], [-3.9017, 2.7105, -0.5733], [-1.8201, 3.5921, -1.2693], [1.2508, -0.1429, -2.6295]], "mulliken_charge": [-0.49, -0.21, -0.66, 0.09, -0.88, 1.00, -0.11, -0.42, 0.62, -0.61, -0.51, -0.47, -0.20, 0.01, 1.04, -0.80, -0.34, -0.60, -0.50, 0.10, -0.42, -0.46, 0.40, 0.41, 0.34, 0.26, 0.36, 0.26, 0.35, 0.36, 1.09, -1.91, 0.47, 0.45, 0.40, 0.02, 0.32, 0.42, 0.38, 0.32, 0.35, 0.80], "max_force_ha_per_bohr": 0.0754, "e_tot_ha": -2155.8490, "gap_ev": 5.45, "total_charge": 1, "e_lumo_ev": -6.40}

{"formula": "C2H3NOS", "method": "ωB97M-V with the def2-TZVPD basis set", "species": ["C", "C", "N", "O", "S", "H", "H", "H"], "positions_angstrom": [[-0.6886, -0.2641, -0.3052], [1.3124, 0.2543, -1.2328], [0.0806, -0.1186, -1.3181], [3.7689, -0.0201, -1.7990], [2.4422, -0.0615, -2.4107], [-1.7011, -0.6378, -0.3854], [-0.3496, 0.0834, 0.7965], [1.9920, 0.8680, -0.1639]], "mulliken_charge": [-0.20, 0.05, -0.35, -0.48, 0.33, 0.28, 0.17, 0.20], "max_force_ha_per_bohr": 0.1355, "e_tot_ha": -606.0614, "gap_ev": 7.82, "de_lowest_kcal_mol": 79.05, "total_charge": 0, "e_lumo_ev": -1.11}

{"formula": "C25H50Cl10O15", "method": "ωB97M-V with the def2-TZVPD basis set", "species": ["Cl", "C", "C", "Cl", "H", "H", "H", "H", "Cl", "C", "C", "Cl", "H", "H", "H", "H", "Cl", "C", "C", "Cl", "H", "H", "H", "H", "Cl", "C", "C", "Cl", "H", "H", "H", "H", "Cl", "C", "C", "Cl", "H", "H", "H", "H", "C", "O", "C", "O", "O", "C", "H", "H", "H", "H", "H", "H", "C", "O", "C", "O", "O", "C", "H", "H", "H", "H", "H", "H", "C", "O", "C", "O", "O", "C", "H", "H", "H", "H", "H", "H", "C", "O", "C", "O", "O", "C", "H", "H", "H", "H", "H", "H", "C", "O", "C", "O", "O", "C", "H", "H", "H", "H", "H", "H"], "positions_angstrom": [[-6.9982, -1.5875, 4.3629], [-5.9848, -0.7144, 3.1684], [-6.4853, -0.8987, 1.7745], [-5.2737, -0.2485, 0.6499], [-4.9791, -1.1200, 3.1598], [-5.9526, 0.2939, 3.4988], [-7.3420, -0.2619, 1.6150], [-6.5393, -1.9486, 1.5212], [-3.4834, -3.5601, 2.4417], [-3.1035, -4.3671, 0.9031], [-3.8872, -3.8395, -0.2376], [-5.6269, -4.2188, 0.0372], [-3.3314, -5.4002, 1.0287], [-1.9936, -4.3112, 0.6927], [-3.4817, -4.1948, -1.2097], [-3.8711, -2.7274, -0.2272], [0.4540, 3.7834, -3.1006], [1.8568, 3.4820, -4.1610], [1.6131, 3.6144, -5.6489], [1.0204, 5.2298, -6.0935], [2.0735, 2.3717, -3.9311], [2.6769, 4.0852, -3.8024], [0.7790, 2.9623, -5.8178], [2.5852, 3.3934, -6.0885], [5.9742, -1.3665, -1.5373], [4.7046, -0.9550, -0.3682], [3.3617, -0.8002, -1.0056], [3.3796, 0.6733, -1.9719], [4.9250, 0.0205, -0.0613], [4.7913, -1.5187, 0.5790], [2.6082, -0.6312, -0.2242], [3.0441, -1.5429, -1.6855], [-0.3023, -2.4333, -0.1928], [-1.4203, -1.1484, 0.3232], [-1.8042, -0.1999, -0.7248], [-0.4348, 0.6472, -1.5849], [-0.9845, -0.5685, 1.1286], [-2.3042, -1.6208, 0.7460], [-2.2829, 0.6900, -0.3797], [-2.3660, -0.6903, -1.5162], [-1.1330, 3.6189, 4.1397], [-1.6064, 2.2894, 4.4209], [-1.6750, 1.4053, 3.3591], [-1.4969, 1.6431, 2.2065], [-2.2307, 0.2534, 3.7645], [-2.2847, -0.0375, 5.1192], [-0.1065, 3.6405, 3.7230], [-1.1777, 4.1113, 5.1244], [-1.7290, 4.1423, 3.3644], [-1.4099, 0.3641, 5.6527], [-2.4080, -1.0982, 5.2074], [-3.1562, 0.4912, 5.4970], [-2.4184, 3.6578, -5.4856], [-2.6286, 2.3310, -4.9888], [-1.7490, 1.3684, -5.2866], [-0.8098, 1.5668, -6.0643], [-2.0002, 0.2780, -4.5617], [-0.9634, -0.6780, -4.6415], [-3.3692, 4.1142, -5.7250], [-1.8576, 3.4195, -6.4700], [-1.8010, 4.2373, -4.8035], [-1.2094, -1.5298, -4.0322], [-0.0108, -0.3401, -4.2268], [-0.8929, -0.9724, -5.7000], [4.7831, 1.8911, 4.2869], [4.2945, 1.7542, 2.9426], [3.1339, 2.2765, 2.6294], [2.4607, 2.9521, 3.3877], [2.8409, 2.0357, 1.3460], [1.4956, 2.5023, 1.0636], [5.2566, 0.9599, 4.5031], [3.9360, 2.1767, 4.9075], [5.5034, 2.6653, 4.3992], [1.4041, 3.5550, 1.1175], [0.6747, 2.1363, 1.6869], [1.4923, 2.1771, -0.0434], [1.3610, 1.4453, 5.9629], [2.1645, 0.4250, 5.4225], [1.8119, -0.1316, 4.2403], [0.8964, 0.2504, 3.5571], [2.6817, -1.0732, 3.8637], [2.3637, -1.7437, 2.6444], [2.0323, 1.9890, 6.6439], [0.5541, 0.9895, 6.4389], [1.0098, 2.1630, 5.2352], [1.3868, -2.2134, 2.5799], [3.2167, -2.4428, 2.5662], [2.4241, -1.0763, 1.7923], [1.0128, -5.4792, -3.4115], [1.9791, -4.4709, -3.1049], [1.9550, -3.4258, -3.9657], [1.1611, -3.2067, -4.8658], [3.0145, -2.6621, -3.7697], [3.3742, -1.6355, -4.6116], [0.8814, -6.0900, -2.5382], [1.4811, -6.1766, -4.0863], [0.0810, -5.0814, -3.8462], [3.6857, -2.0081, -5.5954], [4.1773, -1.0894, -4.2066], [2.5279, -0.9868, -4.8252]], "mulliken_charge": [-0.22, -0.07, -0.34, -0.11, -0.13, 0.38, 0.36, 0.16, -0.15, -0.50, 0.10, -0.20, 0.50, 0.14, 0.36, -0.21, -0.18, -0.15, 0.04, -0.21, -0.24, 0.48, -0.08, 0.39, -0.22, -0.36, 1.12, -0.20, 0.32, 0.31, -0.85, -0.12, -0.21, 1.89, -1.29, 0.11, -0.80, -0.50, 0.39, 0.44, -0.57, -0.36, 0.54, -0.45, 0.11, -0.51, 0.14, 0.26, 0.28, 0.03, 0.22, 0.34, -0.52, -0.41, 0.90, -0.68, -0.33, -0.62, 0.28, 0.29, 0.15, 0.27, 0.11, 0.48, -0.55, -0.34, 0.74, -0.62, -0.19, 0.14, 0.25, 0.15, 0.32, 0.42, -0.10, -0.23, -0.66, -0.43, 0.29, 0.10, -0.40, 0.11, 0.29, 0.42, 0.14, 0.25, 0.30, -0.43, -0.73, -0.32, 0.94, -0.59, -0.35, -0.65, 0.25, 0.35, 0.30, 0.35, 0.26, 0.18], "max_force_ha_per_bohr": 0.0677, "e_tot_ha": -6713.0970, "gap_ev": 10.66, "de_lowest_kcal_mol": 9.16, "total_charge": 0, "e_lumo_ev": 0.34}